# C34H92N8O9

8 unconnected molecules or ions with the total composition C34H92N8O9 at a distorted geometry (ωB97M-V with the def2-TZVPD basis set, OMol25).

```
! wB97M-V def2-TZVPD RIJCOSX def2/J DEFGRID3
* xyz 0 1
C -14.516 -23.952 24.060
O -14.542 -22.991 23.056
C -14.716 -21.645 23.526
C -16.213 -21.323 23.621
N -16.892 -21.298 22.231
C -18.349 -21.419 22.202
C -18.908 -22.673 23.027
O -18.433 -23.970 22.705
C -18.891 -25.089 23.390
H -13.546 -24.216 24.481
H -14.798 -24.860 23.528
H -15.043 -23.724 24.987
H -14.346 -20.924 22.798
H -14.264 -21.555 24.515
H -16.308 -20.373 24.146
H -16.620 -22.110 24.257
H -16.407 -21.925 21.605
H -18.694 -21.551 21.176
H -18.755 -20.486 22.594
H -19.966 -22.433 22.918
H -18.601 -22.424 24.042
H -19.112 -25.873 22.666
H -19.745 -24.978 24.059
H -17.989 -25.495 23.847
C -27.263 -10.898 12.635
C -26.400 -9.661 12.718
C -26.518 -8.536 11.637
O -26.686 -9.107 10.314
C -27.221 -8.240 9.251
N -26.348 -9.112 14.077
H -28.267 -10.670 12.993
H -26.944 -11.733 13.260
H -27.323 -11.194 11.588
H -25.418 -10.085 12.509
H -25.679 -7.842 11.597
H -27.390 -7.929 11.880
H -28.296 -8.101 9.134
H -26.813 -8.598 8.306
H -26.790 -7.249 9.394
H -25.962 -8.179 14.099
H -27.308 -8.931 14.333
C -15.102 -13.011 18.666
C -16.002 -14.140 18.993
C -17.412 -14.045 18.324
O -18.164 -12.858 18.628
C -19.191 -12.517 17.748
N -15.313 -15.278 18.596
H -14.163 -12.940 19.216
H -15.657 -12.076 18.742
H -14.890 -12.921 17.601
H -16.088 -14.370 20.055
H -18.099 -14.851 18.583
H -17.196 -14.046 17.256
H -18.705 -12.370 16.783
H -19.469 -11.519 18.088
H -20.005 -13.241 17.750
H -15.769 -16.151 18.821
H -15.398 -15.225 17.591
C -7.446 -15.742 15.880
C -6.714 -15.991 14.536
C -5.694 -14.912 14.203
O -6.462 -13.674 14.034
C -5.588 -12.540 13.795
N -6.134 -17.295 14.611
H -7.877 -14.741 15.873
H -6.711 -15.753 16.684
H -8.232 -16.454 16.132
H -7.479 -15.931 13.762
H -5.001 -15.108 13.384
H -5.063 -14.661 15.056
H -5.896 -11.692 14.407
H -5.559 -12.377 12.718
H -4.566 -12.740 14.117
H -6.198 -17.696 13.686
H -6.820 -17.891 15.052
C -18.564 -9.034 23.518
C -19.432 -10.078 24.321
C -18.803 -11.127 25.226
O -19.834 -11.646 25.957
C -19.561 -12.609 26.939
N -20.212 -9.207 25.117
H -17.977 -8.404 24.186
H -19.211 -8.445 22.868
H -17.874 -9.488 22.807
H -20.128 -10.597 23.661
H -18.061 -10.796 25.953
H -18.395 -12.005 24.726
H -18.748 -13.256 26.610
H -20.413 -13.283 27.039
H -19.248 -12.281 27.930
H -19.739 -8.570 25.743
H -20.516 -9.875 25.811
C -25.164 -15.317 23.083
C -26.262 -15.228 24.267
C -26.483 -16.483 25.102
O -25.440 -16.815 25.965
C -25.618 -18.066 26.540
N -25.861 -14.104 25.124
H -24.165 -15.477 23.490
H -25.194 -14.360 22.562
H -25.445 -15.996 22.278
H -27.236 -14.950 23.866
H -26.585 -17.313 24.403
H -27.370 -16.287 25.704
H -25.598 -18.701 25.655
H -26.575 -17.904 27.037
H -24.942 -18.345 27.348
H -25.738 -13.313 24.507
H -24.942 -14.239 25.520
C -15.750 -7.562 9.942
C -16.847 -8.590 9.726
C -16.396 -10.065 9.601
O -17.532 -10.873 9.120
C -17.403 -12.302 9.046
N -17.819 -8.471 10.821
H -15.093 -7.879 10.752
H -16.208 -6.578 10.045
H -15.069 -7.516 9.092
H -17.394 -8.342 8.816
H -16.171 -10.503 10.573
H -15.578 -10.247 8.903
H -17.019 -12.543 8.055
H -18.431 -12.623 9.215
H -16.910 -12.805 9.879
H -18.473 -9.241 10.844
H -18.469 -7.705 10.719
C -6.691 -8.743 24.506
C -7.949 -7.829 24.270
C -8.859 -8.152 23.046
O -8.198 -7.813 21.761
C -7.789 -9.029 21.064
N -8.568 -7.807 25.626
H -6.139 -8.624 25.438
H -6.020 -8.429 23.706
H -6.895 -9.795 24.304
H -7.487 -6.847 24.166
H -9.573 -7.329 23.084
H -9.424 -9.083 23.067
H -6.827 -9.487 21.297
H -7.685 -8.785 20.006
H -8.433 -9.901 21.174
H -8.741 -8.773 25.862
H -9.508 -7.466 25.486
*
```

Calculated values
- Total energy: -2465.40130 Eh
- Frontier orbital gap: 9.14 eV